Entry 1:
Below is C22H29Cl3CoF5GeN4O3SSiTe as an isolated structure, with properties calculated with ωB97M-V/def2-TZVPD.

Last column: Löwdin spin population.
Cartesian coordinates (Å):
Co  -1.631  -0.377  -0.318  1.359
C  -3.558  2.025  3.722  0.001
O  -2.867  0.824  3.331  0.004
C  -2.399  0.715  2.109  0.011
O  -1.899  -0.348  1.742  0.060
N  -2.425  1.821  1.310  -0.001
N  -2.109  1.569  -0.052  -0.001
H  -3.817  1.878  4.764  0.000
H  -4.467  2.143  3.131  0.000
H  -2.905  2.891  3.619  0.000
H  -3.229  2.440  1.376  0.000
H  -1.395  2.231  -0.343  0.004
H  -2.967  1.783  -0.576  0.002
Cl  -7.628  0.142  0.743  0.000
Si  -3.675  -0.572  -1.351  0.013
Cl  -3.608  -1.054  -3.416  -0.005
Cl  -4.904  -2.003  -0.539  0.017
C  -0.312  -2.755  -4.512  0.000
N  -0.744  -2.449  -3.154  0.007
C  -0.348  -2.938  -1.994  0.009
S  -1.209  -2.552  -0.529  0.043
N  0.675  -3.772  -1.832  0.004
C  1.644  -4.282  -2.791  0.001
H  -1.151  -2.535  -5.167  0.000
H  -0.064  -3.805  -4.627  0.000
H  0.535  -2.140  -4.816  0.000
H  -1.576  -1.869  -3.093  0.002
H  0.827  -4.020  -0.865  0.000
H  1.972  -3.501  -3.472  0.000
H  1.261  -5.130  -3.356  0.000
H  2.509  -4.615  -2.222  0.000
F  -6.893  0.534  -1.753  -0.001
Te  -6.022  1.498  -0.356  0.000
F  -6.877  2.734  0.783  0.000
F  -5.013  0.754  1.110  0.000
F  -4.609  2.859  0.035  0.000
F  -6.385  2.835  -1.613  0.000
O  -4.488  0.880  -1.397  -0.001
C  1.642  0.002  -2.047  0.052
Ge  0.970  0.001  -0.188  0.262
C  1.802  -1.444  0.851  0.043
C  2.801  -2.270  0.339  0.010
C  3.364  -3.280  1.111  0.001
C  2.926  -3.481  2.413  0.006
C  1.938  -2.661  2.938  -0.001
C  1.384  -1.651  2.165  0.007
C  1.606  1.685  0.637  0.055
C  0.723  2.587  1.169  0.004
C  1.139  3.828  1.706  0.000
C  2.457  4.160  1.700  -0.001
C  3.420  3.261  1.175  0.002
C  4.797  3.596  1.178  0.000
C  5.731  2.734  0.684  0.000
C  5.324  1.491  0.157  0.000
C  4.003  1.147  0.135  0.004
C  3.002  2.015  0.644  0.011
H  2.535  -0.616  -2.151  0.006
H  1.903  1.027  -2.310  0.001
H  0.887  -0.351  -2.749  0.003
H  3.171  -2.117  -0.669  0.001
H  4.154  -3.899  0.702  0.000
H  3.359  -4.268  3.016  0.000
H  1.593  -2.811  3.954  0.000
H  0.600  -1.031  2.586  0.001
H  -0.330  2.348  1.227  0.002
H  0.402  4.506  2.116  0.000
H  2.794  5.109  2.098  0.000
H  5.093  4.556  1.584  0.000
H  6.780  2.999  0.696  0.000
H  6.066  0.804  -0.229  0.000
H  3.716  0.186  -0.266  0.002

Values from the calculation:
Spin multiplicity ... 3
<S²> ... 2.06
Energy above the lowest of the compared OMol25 structures with the same formula, charge and spin ... 610.97 kJ/mol
HOMO level (alpha / beta) ... -0.2902 / -0.3189 hartree



Entry 2:
Below is a 2-piece molecular cluster, C22H29N3O2S overall, with properties calculated with ωB97M-V/def2-TZVPD.

Last column: Löwdin charge in e.
Cartesian coordinates (Å):
C  -7.035  -2.246  0.386  -0.151
C  -7.070  -2.127  -1.143  -0.149
C  -5.795  -1.367  -1.556  -0.158
N  -4.957  -1.380  -0.375  -0.141
C  -3.710  -0.775  -0.346  -0.207
C  -3.584  0.609  -0.610  0.030
C  -2.346  1.208  -0.497  0.032
C  -1.166  0.458  -0.217  -0.176
C  0.079  1.146  -0.266  0.136
C  1.368  0.573  -0.431  -0.175
C  1.573  -0.764  -0.890  -0.007
C  2.817  -1.359  -0.846  0.014
C  3.944  -0.598  -0.462  -0.211
N  5.185  -1.219  -0.400  -0.137
C  5.675  -1.835  0.828  -0.150
C  6.820  -2.772  0.408  -0.151
C  6.905  -2.719  -1.123  -0.151
C  5.807  -1.756  -1.601  -0.158
C  3.801  0.772  -0.153  0.033
C  2.544  1.348  -0.148  0.037
C  -1.330  -0.935  0.083  -0.001
C  -2.569  -1.542  -0.021  0.020
C  -5.709  -1.614  0.845  -0.150
H  -7.869  -1.722  0.853  0.106
H  -7.068  -3.287  0.709  0.106
H  -7.054  -3.114  -1.610  0.106
H  -7.954  -1.599  -1.500  0.107
H  -5.270  -1.844  -2.395  0.122
H  -6.024  -0.333  -1.874  0.113
H  -4.471  1.176  -0.880  0.124
H  -2.255  2.279  -0.647  0.131
H  0.020  2.238  -0.226  0.132
H  0.726  -1.323  -1.275  0.111
H  2.955  -2.417  -1.073  0.127
H  6.008  -1.061  1.531  0.116
H  4.866  -2.393  1.335  0.118
H  7.747  -2.436  0.877  0.106
H  6.617  -3.788  0.754  0.105
H  7.873  -2.345  -1.462  0.106
H  6.749  -3.706  -1.564  0.106
H  5.061  -2.263  -2.236  0.110
H  6.222  -0.934  -2.200  0.118
H  4.698  1.341  0.087  0.130
H  2.435  2.401  0.086  0.128
H  -0.477  -1.523  0.401  0.111
H  -2.709  -2.619  0.104  0.127
H  -5.902  -0.661  1.379  0.124
H  -5.132  -2.246  1.530  0.119
C  -0.531  6.570  2.523  -0.213
S  0.103  5.396  1.353  0.351
N  0.209  4.225  2.408  -0.279
O  -0.895  5.180  0.307  -0.442
O  1.374  5.928  0.853  -0.427
H  -0.715  7.539  2.074  0.048
H  -1.456  6.177  2.940  0.047
H  0.205  6.673  3.319  0.049
H  0.668  3.385  2.054  -0.072

Values from the calculation:
Energy above the lowest of the compared OMol25 structures with the same formula, charge and spin ... 617.39 kJ/mol
HOMO level ... -0.2263 hartree



Entry 3:
Below is a 2-piece molecular cluster, C22H29N3O2S overall, with properties calculated with ωB97M-V/def2-TZVPD.

Last column: Löwdin charge in e.
Cartesian coordinates (Å):
C  5.343  -2.776  0.820  -0.034
N  5.185  -1.339  0.950  -0.118
C  6.419  -0.618  0.732  -0.173
C  6.319  0.848  1.105  -0.166
C  5.084  1.472  0.473  -0.146
C  3.847  0.669  0.702  -0.143
C  3.971  -0.716  1.030  -0.133
C  2.780  -1.406  1.390  0.002
C  1.545  -0.801  1.296  -0.007
C  1.397  0.490  0.689  -0.197
C  0.162  1.077  0.325  0.072
C  -1.109  0.451  0.295  -0.202
C  -2.297  1.222  0.438  0.052
C  -3.535  0.641  0.626  -0.129
C  -3.670  -0.780  0.585  -0.131
N  -4.884  -1.374  0.787  -0.116
C  -5.052  -2.789  0.509  -0.051
C  -6.108  -0.597  0.792  -0.165
C  -5.924  0.755  1.458  -0.167
C  -4.738  1.497  0.854  -0.140
C  -2.518  -1.546  0.270  0.010
C  -1.282  -0.957  0.126  -0.005
C  2.601  1.227  0.497  0.049
H  4.448  -3.323  1.122  0.075
H  5.594  -3.065  -0.214  0.104
H  6.183  -3.101  1.451  0.095
H  7.200  -1.115  1.320  0.124
H  6.711  -0.711  -0.328  0.136
H  6.279  0.941  2.196  0.123
H  7.216  1.361  0.753  0.118
H  4.945  2.490  0.851  0.125
H  5.246  1.556  -0.611  0.135
H  2.856  -2.429  1.758  0.103
H  0.667  -1.323  1.668  0.113
H  0.186  2.137  0.074  0.136
H  -2.214  2.310  0.419  0.140
H  -4.347  -3.397  1.088  0.090
H  -6.067  -3.090  0.786  0.089
H  -4.905  -3.015  -0.559  0.107
H  -6.434  -0.440  -0.252  0.142
H  -6.885  -1.182  1.299  0.121
H  -6.834  1.342  1.315  0.116
H  -5.778  0.620  2.535  0.120
H  -4.461  2.340  1.496  0.123
H  -5.048  1.932  -0.108  0.137
H  -2.613  -2.623  0.136  0.102
H  -0.422  -1.566  -0.139  0.119
H  2.531  2.259  0.146  0.141
C  -0.950  2.090  -4.962  -0.219
S  -1.158  1.825  -3.212  0.360
N  0.327  1.323  -3.092  -0.268
O  -1.448  3.116  -2.586  -0.429
O  -2.216  0.832  -3.021  -0.420
H  -1.865  2.496  -5.396  0.048
H  -0.101  2.767  -5.095  0.048
H  -0.684  1.123  -5.400  0.048
H  0.511  0.869  -2.189  -0.061

Values from the calculation:
Energy above the lowest of the compared OMol25 structures with the same formula, charge and spin ... 416.38 kJ/mol
HOMO level ... -0.2290 hartree



Entry 4:
Below is the molecule C22H29N3O4S, with properties calculated with ωB97M-V/def2-TZVPD.

Last column: Löwdin charge in e.
Cartesian coordinates (Å):
C  0.969  -4.756  -0.724  -0.079
H  2.009  -4.948  -0.442  0.097
O  0.305  -3.981  0.244  -0.081
C  0.769  -2.726  0.495  -0.184
C  1.883  -2.155  -0.098  -0.007
C  2.280  -0.866  0.224  -0.031
C  1.564  -0.129  1.154  -0.131
C  0.449  -0.704  1.766  0.055
C  0.037  -1.983  1.452  -0.167
O  -1.021  -2.634  1.996  0.001
C  -1.923  -1.940  2.844  -0.299
C  -2.768  -0.910  2.071  -0.084
H  -2.172  -0.514  1.249  0.119
C  -4.029  -1.579  1.506  -0.131
N  -3.732  -2.947  1.145  -0.067
C  -3.459  -3.237  -0.151  -0.497
O  -3.593  -2.405  -1.030  0.046
C  -3.016  -4.651  -0.449  0.012
H  -2.010  -4.796  -0.058  0.064
H  -3.690  -5.382  -0.012  0.084
H  -2.995  -4.777  -1.529  0.087
C  -3.474  -3.812  2.276  -0.141
H  -4.412  -4.273  2.614  0.128
C  -2.840  -3.016  3.428  -0.095
H  -2.265  -3.695  4.058  0.122
H  -3.597  -2.533  4.045  0.120
H  -2.783  -4.598  1.980  0.112
H  -4.837  -1.580  2.243  0.125
H  -4.368  -1.062  0.607  0.122
H  -3.042  -0.083  2.727  0.123
H  -1.364  -1.446  3.652  0.149
H  -0.071  -0.105  2.497  0.120
C  1.921  1.252  1.584  -0.444
O  1.538  1.722  2.641  0.060
N  2.718  1.941  0.732  0.076
H  2.881  1.599  -0.202  0.120
C  3.069  3.324  0.957  -0.119
C  2.475  4.198  -0.105  -0.372
C  1.680  5.282  0.086  -0.345
S  1.225  5.974  -1.421  1.052
C  2.152  4.717  -2.221  -0.561
N  2.722  3.901  -1.411  0.099
C  2.244  4.648  -3.705  -0.429
C  2.911  5.912  -4.251  -0.077
H  2.312  6.788  -4.009  0.068
H  3.009  5.846  -5.332  0.079
H  3.901  6.039  -3.820  0.083
C  0.853  4.463  -4.314  -0.077
H  0.928  4.373  -5.395  0.079
H  0.222  5.319  -4.079  0.068
H  0.380  3.565  -3.923  0.084
H  2.864  3.779  -3.945  0.138
H  1.341  5.708  1.008  0.070
H  2.691  3.603  1.943  0.122
H  4.162  3.426  0.942  0.128
H  3.169  -0.470  -0.242  0.109
H  2.458  -2.709  -0.822  0.105
H  0.940  -4.278  -1.709  0.101
H  0.431  -5.702  -0.769  0.093

Values from the calculation:
Energy above the lowest of the compared OMol25 structures with the same formula, charge and spin ... 69.10 kJ/mol
SMILES ... COc1ccc(C(=O)NCc2csc(C(C)C)n2)cc1OC1CCN(C(C)=O)CC1
HOMO level ... -0.3027 hartree



The records above give, respectively, calculated total energy values of -206695.3128 -42680.5103 -42682.5936 -46781.2426 eV.
The records above give, respectively, max |F| values of 1.10 1.79 1.95 0.85 eV/A.